1.
78
Properties=species:S:1:pos:R:3:forces:R:3 method="wB97M-V/def2-TZVPD" max_force_ha_per_bohr=0.0178 e_tot_ha=-4099.220805 gap_ev=6.57 relative_energy_ev=1.020 total_charge=+1 spin_multiplicity=1
Ir -0.22271 0.43435 0.10960 0.5 0.6 -0.5
C -1.56922 1.65152 2.15379 -0.1 0.1 -0.2
C -0.18502 1.94398 1.71906 0.0 -0.4 0.1
C -0.25576 2.63579 0.45059 0.0 0.1 -0.2
C -1.53158 2.37617 -0.04360 -0.2 -0.2 0.2
C -2.38548 1.92375 1.10322 0.2 0.0 0.2
C -3.86971 1.80440 1.02930 0.0 -0.1 0.1
C -2.08922 2.93762 -1.31155 0.1 0.1 0.0
C 0.70122 3.60764 -0.15944 0.0 0.1 0.0
C 0.90377 2.05000 2.73622 0.0 0.1 0.0
C -1.92429 1.13360 3.50708 -0.1 0.0 0.0
H -4.34253 2.62364 1.57589 0.0 0.0 0.0
H -4.23053 0.87592 1.47735 0.0 0.0 0.0
H -4.23278 1.84829 0.00416 0.0 0.0 0.0
H -2.35355 3.98908 -1.16081 0.0 0.0 0.0
H -2.98771 2.41691 -1.63353 0.0 0.0 0.0
H -1.36440 2.89690 -2.12484 0.0 0.0 0.0
H 0.79688 3.46799 -1.23625 0.0 0.0 0.0
H 1.68747 3.55583 0.28930 0.1 0.0 0.0
H 0.32838 4.62265 0.00276 0.0 0.0 0.0
H 0.67282 2.87831 3.41292 0.0 0.0 0.0
H 1.87801 2.24015 2.30034 0.0 0.0 0.0
H 0.96592 1.14787 3.34469 0.0 0.0 0.0
H -1.84198 1.91437 4.26779 0.0 0.0 0.0
H -1.26641 0.31637 3.81267 0.0 0.0 0.0
H -2.94966 0.76339 3.52959 0.0 0.0 0.0
C 5.09815 1.86203 0.05859 0.0 0.0 0.0
C 3.74376 1.76854 0.76112 0.0 0.0 0.0
Sb 2.31502 0.61013 -0.37073 -0.1 0.0 -0.1
C 3.69477 -1.03196 -0.52592 0.0 0.0 0.1
C 3.32525 -2.42582 -0.99865 -0.1 0.0 0.0
C 2.57484 1.50125 -2.30749 0.0 0.0 0.0
C 1.40524 1.29394 -3.26543 0.0 -0.1 0.1
H 5.77451 2.49508 0.63425 0.0 0.0 0.0
H 5.00836 2.30372 -0.93480 0.0 0.0 0.0
H 5.57881 0.89155 -0.04719 0.0 0.0 0.0
H 3.35936 2.76838 0.94033 -0.1 0.0 0.0
H 3.84042 1.27940 1.73239 0.0 0.0 0.0
H 4.14964 -1.06884 0.46726 0.0 0.0 0.0
H 4.44192 -0.60265 -1.19547 0.0 0.0 0.0
H 2.68837 -2.94581 -0.28683 0.0 0.0 0.0
H 4.23876 -3.01134 -1.11982 0.0 0.0 0.0
H 2.81354 -2.41430 -1.95790 0.0 0.0 -0.1
H 3.49193 1.07724 -2.71865 0.0 0.0 0.0
H 2.76062 2.56306 -2.13774 0.0 0.0 0.0
H 1.32595 0.24942 -3.57328 0.0 0.0 0.0
H 1.52766 1.89304 -4.16839 0.0 0.0 0.0
H 0.45554 1.56967 -2.79989 0.0 0.0 0.0
C 0.76030 -4.08146 3.39244 0.0 0.0 0.0
C 0.79469 -2.67970 3.54996 0.0 0.0 0.0
C 0.65259 -1.86265 2.46328 0.0 0.0 0.0
C 0.47022 -2.39466 1.16086 0.0 0.1 0.0
C 0.29468 -1.55014 0.02077 -0.1 -0.2 0.4
C 0.15040 -2.13678 -1.21347 0.0 0.0 0.0
C 0.10748 -3.54263 -1.36589 0.0 0.0 0.0
C 0.24278 -4.35787 -0.28217 0.0 0.0 0.0
C 0.43688 -3.80290 1.00901 0.0 0.0 0.0
C 0.58759 -4.62630 2.15166 0.0 0.0 0.1
H 0.87323 -4.72187 4.25709 0.0 0.0 0.0
H 0.93723 -2.25574 4.53600 0.0 0.0 0.0
H 0.67858 -0.78401 2.57190 0.0 0.0 0.0
H 0.02152 -1.52065 -2.10160 0.0 0.0 0.0
H -0.03230 -3.96651 -2.35268 0.0 0.0 0.0
H 0.20857 -5.43484 -0.39117 0.0 0.0 0.0
H 0.56276 -5.70189 2.02484 0.0 0.0 0.0
Se -2.81580 -1.60050 1.19085 0.0 0.1 0.0
N -2.18262 -0.56981 -0.13366 -0.2 -0.1 -0.1
C -2.98500 -0.70809 -1.17698 0.1 0.0 0.1
C -2.77749 -0.13726 -2.46924 0.0 0.0 0.0
C -3.69628 -0.38212 -3.43372 0.0 0.0 0.0
C -4.85945 -1.19100 -3.19391 0.0 0.0 0.0
C -5.08022 -1.77008 -1.99239 0.0 0.0 0.0
C -4.13018 -1.55475 -0.94245 -0.1 -0.1 0.0
N -4.21902 -2.09990 0.25567 0.1 0.0 0.0
H -1.89162 0.45696 -2.65090 0.0 0.0 0.0
H -3.55563 0.03444 -4.42277 0.0 0.0 0.0
H -5.55875 -1.34294 -4.00472 0.0 0.0 0.0
H -5.93948 -2.39659 -1.79868 0.0 0.0 0.0


2.
120
Properties=species:S:1:pos:R:3:forces:R:3 method="wB97M-V/def2-TZVPD" max_force_ha_per_bohr=0.0347 e_tot_ha=-7738.223706 gap_ev="3.92 / 3.86" relative_energy_ev=0.000 total_charge=-2 spin_multiplicity=1
Sr -0.44020 -0.58947 0.61645 -1.3 1.2 0.3
O -0.72278 -0.48495 -3.85853 -0.1 0.1 0.1
C -0.30484 -0.30025 -2.55861 0.2 0.2 0.1
O -1.15705 0.05519 -1.68810 0.0 -0.2 -0.8
C 1.07207 -0.49412 -2.27988 0.2 0.1 0.3
C 2.11090 -0.68153 -3.23040 0.1 -0.1 0.1
C 3.41287 -0.76377 -2.74678 -0.1 0.0 -0.1
C 3.71170 -0.68332 -1.38413 -0.1 0.0 0.0
C 2.62929 -0.50993 -0.48008 -0.3 0.0 -0.3
N 1.34639 -0.41569 -0.94528 0.9 0.3 -0.7
C 2.69579 -0.38454 0.93070 -0.3 0.1 0.4
O 3.90997 -0.44285 1.58244 -0.1 0.0 -0.1
O 1.66895 -0.19411 1.66286 1.2 0.2 -0.2
H -1.66359 -0.26007 -3.82448 0.1 -0.1 -0.1
H 1.88585 -0.74581 -4.28657 0.0 0.0 0.0
H 4.22750 -0.89550 -3.45298 0.0 0.0 0.0
H 4.74236 -0.75367 -1.05324 0.0 0.0 0.0
H 4.58590 -0.53587 0.90169 0.1 0.0 0.0
I 1.30128 2.75173 0.52370 0.3 -0.2 0.3
C 1.34218 4.78983 0.02174 -0.3 0.1 0.0
C 2.44508 5.40301 0.54597 0.2 0.4 0.1
C 2.66681 6.79396 0.42379 0.1 -0.3 0.1
C 1.75173 7.55381 -0.22441 -0.2 0.0 -0.1
C 0.59288 6.95865 -0.78906 0.0 0.1 0.0
C -0.32248 7.80763 -1.45732 0.1 0.0 0.0
C -1.43111 7.30105 -2.05473 -0.1 -0.2 0.0
C -1.65554 5.90991 -2.00506 -0.3 0.2 -0.1
C -0.82866 5.03871 -1.35161 0.3 -0.3 -0.1
P -1.16650 3.20109 -1.54344 -0.3 0.1 0.2
C -2.99621 3.12358 -1.62601 0.1 0.1 -0.1
C -3.60070 2.09536 -2.35016 0.0 -0.1 -0.1
C -4.96927 1.87289 -2.26966 0.1 0.0 0.0
C -5.75953 2.66349 -1.44669 0.0 0.0 0.0
C -5.16612 3.66969 -0.69635 0.0 0.0 0.0
C -3.80024 3.89593 -0.78540 0.0 0.0 0.0
C -0.60488 3.05065 -3.28293 0.1 0.2 0.0
C -1.38415 3.25439 -4.41874 -0.1 0.0 -0.1
C -0.82391 3.15932 -5.68485 0.1 0.0 0.0
C 0.53045 2.87679 -5.82887 -0.1 0.0 0.0
C 1.31817 2.68484 -4.70340 -0.1 -0.1 0.0
C 0.75180 2.76397 -3.43766 0.0 -0.1 -0.1
C 0.35262 5.55273 -0.69734 0.0 -0.2 0.0
H 3.16165 4.80395 1.09102 0.0 0.0 0.0
H 3.55490 7.23652 0.85793 0.0 0.0 0.0
H 1.88322 8.62510 -0.32978 0.0 0.0 0.0
H -0.10283 8.86919 -1.49230 0.0 0.0 0.0
H -2.12505 7.94468 -2.58077 0.0 0.0 0.0
H -2.52283 5.51325 -2.52100 0.0 0.0 0.0
H -2.98662 1.43531 -2.95314 0.0 0.1 0.1
H -5.41106 1.06020 -2.83274 0.0 0.0 0.0
H -6.82326 2.47627 -1.36554 0.0 0.0 0.0
H -5.76337 4.26673 -0.01741 0.0 0.0 0.0
H -3.35058 4.66778 -0.17082 0.0 0.0 0.0
H -2.44016 3.47959 -4.31829 0.0 0.0 0.0
H -1.44684 3.30574 -6.55964 0.0 0.0 0.0
H 0.96460 2.79172 -6.81816 0.0 0.0 0.0
H 2.36593 2.43115 -4.79846 0.0 0.0 0.0
H 1.36522 2.57150 -2.56371 0.0 0.0 0.0
S -3.10052 1.40161 6.42323 0.1 -0.1 0.0
Sb -3.12068 0.18433 4.52688 0.0 0.0 0.0
S -2.63300 2.73721 2.56169 0.0 -0.1 0.0
S -1.33462 1.14628 2.94294 -0.2 0.3 0.4
S -4.43624 1.74141 2.95653 0.1 0.1 0.0
S -5.56420 -1.36041 -0.07347 -0.1 0.1 0.1
C -4.01231 -0.80371 0.48524 0.0 0.1 0.1
N -2.98195 -1.35292 -0.04296 -0.4 -0.4 -0.3
C -3.37353 -2.30119 -0.99727 0.3 0.3 0.2
C -2.49861 -3.04199 -1.79281 0.1 -0.1 0.0
C -3.03505 -3.93059 -2.70254 0.0 0.0 0.0
C -4.42328 -4.09001 -2.83208 0.1 0.0 0.0
C -5.29545 -3.35449 -2.05747 0.0 0.1 0.0
C -4.75398 -2.45067 -1.14124 -0.2 -0.1 -0.1
H -3.97625 -0.02222 1.24292 0.0 -0.1 -0.1
H -1.42749 -2.91932 -1.67628 -0.1 0.0 0.0
H -2.36778 -4.51033 -3.32744 0.0 0.0 0.0
H -4.81646 -4.79628 -3.55334 0.0 0.0 0.0
H -6.36707 -3.46711 -2.16276 0.0 0.0 0.0
O -1.03014 -2.42848 2.15587 -0.1 -0.5 0.0
C -0.67118 -3.21840 1.24538 0.3 -0.2 0.2
O -0.02726 -2.86659 0.20986 -0.4 -0.8 0.1
C -0.96771 -4.69727 1.40357 0.0 -0.2 -0.1
C -1.00253 -5.18317 2.85184 -0.2 0.1 -0.1
Ge 0.64327 -4.76784 3.82045 0.2 -0.1 0.0
C 2.16543 -5.05800 2.62626 0.2 0.0 -0.1
C 2.98123 -6.18340 2.76526 0.0 0.0 -0.1
C 4.05463 -6.40018 1.90760 0.0 0.0 0.0
C 4.33024 -5.49192 0.89428 0.0 0.0 0.0
C 3.53104 -4.36711 0.73979 0.0 0.0 0.0
C 2.46157 -4.15257 1.59885 0.1 -0.1 0.1
C 0.76712 -3.03209 4.65083 0.0 0.2 0.2
C 1.51033 -1.99234 4.09489 -0.1 0.0 0.1
C 1.50956 -0.73137 4.67991 0.0 0.0 0.0
C 0.78071 -0.50560 5.83815 -0.1 0.0 0.0
C 0.05345 -1.54058 6.41836 -0.1 0.1 -0.1
C 0.04785 -2.79436 5.82517 0.0 0.1 -0.1
C 0.81726 -6.05065 5.29953 0.0 -0.1 0.1
C 1.88975 -5.92876 6.18950 -0.1 0.0 0.0
C 2.04734 -6.80634 7.25333 0.0 0.0 0.0
C 1.12328 -7.82556 7.45704 0.0 0.0 0.0
C 0.04748 -7.95802 6.59235 0.0 0.0 0.0
C -0.09904 -7.07748 5.52334 0.1 0.0 0.1
H -0.19752 -5.23263 0.84648 0.0 0.0 0.0
H -1.91381 -4.89039 0.88334 0.0 0.0 0.1
H -1.09787 -6.27223 2.85951 -0.1 0.0 0.0
H -1.84765 -4.76160 3.39992 0.0 0.0 0.0
H 2.78258 -6.90264 3.55310 0.0 0.0 0.0
H 4.67588 -7.27999 2.03348 0.0 0.0 0.0
H 5.16685 -5.65956 0.22570 0.0 0.0 0.0
H 3.72850 -3.64767 -0.04661 0.0 0.0 0.0
H 1.85990 -3.26755 1.43864 0.0 -0.1 0.0
H 2.05252 -2.12471 3.16899 0.0 0.0 0.1
H 2.03127 0.07834 4.18447 0.0 -0.1 0.0
H 0.73268 0.48700 6.26778 0.0 0.0 0.0
H -0.55142 -1.34942 7.29600 0.0 0.0 0.0
H -0.54599 -3.58592 6.27223 0.0 0.0 0.0
H 2.60566 -5.12383 6.05616 0.0 0.0 0.0
H 2.88505 -6.68990 7.93106 0.0 0.0 0.0
H 1.23976 -8.50808 8.29088 0.0 0.0 0.0
H -0.68250 -8.74369 6.75029 0.0 0.0 0.0
H -0.94955 -7.19431 4.86134 0.0 0.0 0.0


3.
13
Properties=species:S:1:pos:R:3:forces:R:3 method="wB97M-V/def2-TZVPD" max_force_ha_per_bohr=0.0625 e_tot_ha=-741.665221 gap_ev=9.39 relative_energy_ev=3.187 total_charge=0 spin_multiplicity=1 smiles="C=[S@](C)(=O)OC=O"
C -0.12468 -0.15217 1.56030 1.1 2.2 -1.9
S 0.29848 0.31401 -0.01938 -1.5 0.8 2.6
C 1.62754 -0.32074 -1.03684 0.8 -2.0 1.0
O 0.42533 1.74235 -0.14840 0.5 0.0 -0.4
O -1.04791 -0.18026 -0.85388 1.0 -0.4 0.5
C -2.16612 0.18461 -0.04620 0.2 1.2 1.0
O -3.00275 -0.54273 0.32724 -0.5 -1.3 -0.7
H -0.19647 -1.15916 1.38843 -0.6 -3.1 0.4
H 0.73824 0.10038 2.15702 0.2 0.2 0.5
H 1.79112 -1.46370 -1.13170 -1.2 1.9 -0.1
H 1.20007 0.23616 -1.83664 1.1 -0.1 -1.9
H 2.62387 0.00939 -0.62039 -1.4 0.4 -0.5
H -2.16672 1.23185 0.26045 0.3 0.2 -0.5


4.
39
Properties=species:S:1:pos:R:3:forces:R:3 method="wB97M-V/def2-TZVPD" max_force_ha_per_bohr=0.0267 e_tot_ha=-976.557652 gap_ev=9.03 relative_energy_ev=1.846 total_charge=0 spin_multiplicity=1 smiles="Cc1ccc(CN(Cc2ccco2)C(=O)c2ccco2)cc1"
C 4.73431 -0.89085 -1.59445 0.0 -0.1 0.0
C 3.33616 -0.42615 -1.32502 0.0 0.1 0.0
C 3.04533 0.38817 -0.23962 0.0 0.0 -0.1
C 1.74628 0.78416 0.02181 -0.1 0.0 -0.1
C 0.70268 0.37132 -0.79393 0.0 0.1 -0.1
C -0.71286 0.78260 -0.49884 0.1 0.5 -0.1
N -1.54422 -0.31606 -0.01682 0.1 -0.2 0.1
C -0.92719 -1.58670 0.32097 -0.1 -0.5 0.0
C 0.13444 -1.44706 1.35969 -0.5 0.4 0.5
C 0.16728 -0.76168 2.53881 -0.2 -0.3 -0.5
C 1.45098 -0.99018 3.09221 0.3 -0.3 -0.2
C 2.09726 -1.79854 2.21147 0.2 0.4 0.7
O 1.30801 -2.08255 1.16104 -0.1 -0.2 -0.4
C -2.87966 -0.20366 0.20045 0.2 -0.3 0.0
O -3.54753 -1.14931 0.59977 -0.3 0.2 0.0
C -3.56708 1.07392 -0.05175 -1.4 -0.1 0.2
C -4.92311 1.26959 0.06184 0.8 -0.3 0.0
C -5.15963 2.62550 -0.23881 0.4 0.3 -0.1
C -3.93742 3.16291 -0.51083 -0.8 0.2 0.0
O -2.97250 2.24080 -0.40199 0.4 0.0 0.0
C 0.99552 -0.41798 -1.90039 0.0 0.1 0.0
C 2.29285 -0.81585 -2.15707 0.0 0.0 0.0
H 5.45518 -0.31245 -1.02208 0.1 0.0 0.0
H 4.97247 -0.80379 -2.65287 0.1 0.0 0.0
H 4.83730 -1.93971 -1.31530 0.1 -0.1 0.0
H 3.84169 0.71247 0.41491 0.1 0.0 0.1
H 1.54108 1.41104 0.87772 0.0 0.0 0.1
H -1.16254 1.17842 -1.41646 0.1 0.0 0.2
H -0.70371 1.58465 0.24833 0.1 -0.1 -0.2
H -1.74492 -2.21982 0.68559 0.3 0.1 -0.2
H -0.48752 -2.05454 -0.56516 -0.1 0.0 0.1
H -0.62363 -0.17387 2.95795 -0.2 0.1 0.0
H 1.83194 -0.60620 4.01630 0.2 0.0 0.2
H 3.07783 -2.23062 2.21820 0.1 -0.1 -0.1
H -5.63768 0.51921 0.32848 -0.1 -0.2 0.1
H -6.10313 3.13095 -0.25050 -0.2 0.2 0.0
H -3.63464 4.15478 -0.78499 0.1 0.1 0.0
H 0.19834 -0.72414 -2.56364 -0.1 0.0 -0.1
H 2.50206 -1.43880 -3.01502 0.0 -0.1 -0.1